1.
# C26H22N3OS2SbW

A structure of composition C26H22N3OS2SbW in a non-equilibrium geometry (ωB97M-V/def2-TZVPD, the OMol25 dataset).

Values from the calculation:
- strongest force on any atom (eV Å⁻¹) = 1.4
- HOMO (spin up / spin down) (eV) = -13.9 / -14.2
- multiplicity = 3
- net charge = +2
- E_tot (eV) = -63855.115
- ⟨S²⟩ = 2.028

Structure (XYZ):
```
56
C26H22N3OS2SbW | the OMol25 dataset | ωB97M-V/def2-TZVPD
W -0.02 0.43 -0.73
N 3.71 -0.49 1.56
C 2.53 -0.04 1.11
S 1.99 -0.75 -0.44
N 1.85 0.81 1.78
N 0.65 1.19 1.18
C -0.02 2.01 1.93
C -1.27 2.67 1.62
C -1.87 3.48 2.58
C -3.05 4.14 2.29
C -3.63 4.01 1.03
C -3.04 3.21 0.06
C -1.88 2.56 0.38
O -1.27 1.70 -0.52
H 4.25 -1.15 1.04
H 4.05 -0.17 2.45
H 0.44 2.23 2.88
H -1.41 3.58 3.55
H -3.53 4.76 3.04
H -4.55 4.53 0.80
H -3.47 3.10 -0.93
S -0.71 -1.11 -2.33
Sb 0.10 -0.49 -4.51
C -1.65 -0.29 -5.60
C -2.37 0.90 -5.43
C -3.58 1.04 -6.10
C -4.04 0.01 -6.92
C -3.31 -1.16 -7.08
C -2.10 -1.32 -6.42
C 1.31 -2.08 -5.08
C 2.58 -1.83 -5.59
C 3.36 -2.92 -5.96
C 2.88 -4.21 -5.82
C 1.61 -4.44 -5.31
C 0.81 -3.37 -4.93
C 1.14 1.32 -4.53
C 1.55 1.78 -5.78
C 2.27 2.97 -5.86
C 2.56 3.68 -4.70
C 2.15 3.22 -3.46
C 1.44 2.03 -3.38
H -2.00 1.70 -4.80
H -4.15 1.95 -5.99
H -4.98 0.13 -7.44
H -3.68 -1.94 -7.72
H -1.53 -2.22 -6.55
H 2.96 -0.83 -5.69
H 4.36 -2.75 -6.36
H 3.50 -5.05 -6.11
H 1.24 -5.45 -5.20
H -0.18 -3.56 -4.52
H 1.32 1.24 -6.69
H 2.59 3.34 -6.82
H 3.12 4.61 -4.77
H 2.38 3.78 -2.56
H 1.12 1.67 -2.41
```


2.
# C3H7N3O2

A cluster of 3 separate species, C3H7N3O2 in total in a non-equilibrium geometry (ωB97M-V/def2-TZVPD, the OMol25 dataset).

Values from the calculation:
- strongest force on any atom (eV Å⁻¹) = 3.1
- HOMO (spin up / spin down) (eV) = -8.7 / -7.2
- energy relative to the best compared isomer or geometry (same formula, charge and spin) (eV) = 6.294
- E_tot (eV) = -11785.019

Structure (XYZ):
```
15
C3H7N3O2 | the OMol25 dataset | ωB97M-V/def2-TZVPD
C -2.60 -0.95 0.04
C 2.16 0.34 0.01
C -0.05 0.51 -0.22
N 2.82 -0.81 0.02
N -0.27 1.73 0.21
O -1.96 0.04 -0.70
N 0.27 -0.56 -0.63
O 2.54 1.45 0.21
H 2.33 -1.66 -0.22
H 3.83 -0.82 0.14
H 0.54 2.33 0.37
H -1.19 2.08 0.00
H -2.49 -1.95 -0.40
H -3.68 -0.72 0.08
H -2.24 -1.00 1.09
```


3.
# C4H10NO

The ion C4H10NO with charge -1 in a non-equilibrium geometry (ωB97M-V/def2-TZVPD, the OMol25 dataset).

Values from the calculation:
- strongest force on any atom (eV Å⁻¹) = 2.4
- HOMO (eV) = -2.4
- energy relative to the best compared isomer or geometry (same formula, charge and spin) (eV) = 0.837
- net charge = -1
- E_tot (eV) = -7846.699

Structure (XYZ):
```
16
C4H10NO | the OMol25 dataset | ωB97M-V/def2-TZVPD
C -1.57 1.18 -0.35
N -1.11 0.00 0.44
C 0.04 -0.66 -0.17
C 0.18 -1.00 -1.66
C 1.35 0.05 0.41
O 1.31 0.28 1.71
H -1.98 1.93 0.33
H -2.43 0.78 -0.90
H -0.81 1.55 -1.01
H -0.69 0.34 1.31
H 0.00 -1.67 0.27
H 0.49 -2.03 -1.76
H -0.80 -0.93 -2.15
H 0.79 -0.26 -2.19
H 2.16 -0.65 0.06
H 1.37 0.95 -0.28
```